Below is a structure of composition C41H40Cl5IN4PbSb, with properties calculated with wB97M-V/def2-TZVPD.

Structure (XYZ):
```
93
Properties=species:S:1:pos:R:3:mulliken_charge:R:1
Pb -0.34764 0.98018 0.37995 0.76
C -0.73782 -4.30224 -0.68474 -2.33
C 0.56665 -3.64769 -0.29132 1.13
C 1.52782 -3.29183 -1.24529 1.56
C 1.31099 -3.48168 -2.72776 -2.50
C 2.76554 -2.79294 -0.82593 1.00
C 3.81029 -2.44471 -1.85778 -2.35
C 3.06547 -2.67861 0.53616 1.48
C 4.49289 -2.35180 0.91242 -2.27
C 2.07392 -2.94757 1.48999 0.68
C 2.31562 -2.76696 2.97180 -2.51
C 0.82578 -3.43067 1.06790 1.78
C -0.21178 -3.83395 2.09184 -2.36
H -1.04128 -5.04159 0.05464 0.51
H -0.66750 -4.82511 -1.63388 0.50
H -1.55307 -3.57670 -0.77144 0.15
H 2.09412 -4.10951 -3.15695 0.59
H 1.34709 -2.52689 -3.25800 0.33
H 0.35713 -3.94054 -2.96416 0.27
H 3.36184 -2.02538 -2.75654 0.49
H 4.37661 -3.32883 -2.16645 0.36
H 4.52778 -1.71776 -1.48404 0.42
H 5.17601 -3.03416 0.40377 0.49
H 4.68889 -2.44491 1.97482 0.35
H 4.78166 -1.34394 0.60601 0.24
H 2.23924 -3.71445 3.50913 0.52
H 1.57204 -2.09542 3.40738 0.21
H 3.28890 -2.34477 3.19654 0.36
H -0.13624 -4.90278 2.31410 0.41
H -1.22873 -3.66132 1.73668 0.18
H -0.09582 -3.30141 3.03036 0.45
C -3.07088 2.44725 1.79561 -1.12
C -2.42759 3.49507 0.93821 1.10
C -2.87499 4.81051 1.05256 -1.00
C -2.34580 5.78452 0.24017 -0.86
C -1.38476 5.41727 -0.69462 -0.64
C -0.96219 4.10139 -0.76030 -0.40
N -1.47091 3.16154 0.06177 0.96
Sb 0.43594 3.75901 -2.37013 0.90
C 2.01954 2.68111 -1.36856 -0.33
C 3.27285 2.94159 -1.90142 -0.73
C 4.39785 2.39633 -1.30117 -0.90
C 4.23586 1.63280 -0.16518 -0.76
C 2.95781 1.40614 0.33557 0.87
C 2.77065 0.61527 1.59339 -0.85
N 1.87330 1.91484 -0.27441 0.85
C -0.61702 2.13560 -3.29485 0.11
C -1.19518 2.40647 -4.52508 -0.82
C -1.87287 1.38524 -5.17949 -0.65
C -1.92520 0.14426 -4.58331 -0.77
C -1.31425 -0.05272 -3.34338 0.32
C -1.36515 -1.40202 -2.69231 -0.57
N -0.67571 0.93466 -2.70973 0.49
H -4.15480 2.51590 1.68745 0.60
H -2.78898 1.43442 1.51823 -0.32
H -2.82643 2.60854 2.84643 0.27
H -3.64339 5.04077 1.77828 0.56
H -2.67854 6.81140 0.31563 0.45
H -0.96402 6.15625 -1.36379 0.51
H 3.37198 3.57468 -2.77382 0.50
H 5.38366 2.58092 -1.70750 0.42
H 5.08800 1.21182 0.35062 0.54
H 2.43674 1.26800 2.39830 0.13
H 2.03616 -0.18599 1.46990 -0.36
H 3.70506 0.14861 1.89388 0.68
H -1.10893 3.38870 -4.97240 0.41
H -2.33782 1.55860 -6.14127 0.43
H -2.42776 -0.68438 -5.06527 0.52
H -1.18078 -2.18624 -3.42586 0.61
H -0.62479 -1.48089 -1.89714 -0.39
H -2.35409 -1.58230 -2.26813 0.12
Cl -1.06876 -0.58799 3.09290 -0.29
C -0.45768 0.97885 3.60022 1.25
C -0.07573 1.86436 2.60915 -2.13
C 0.39567 3.09057 3.04970 0.85
Cl 0.94248 4.26418 1.88083 -0.16
C 0.46608 3.43413 4.40072 -0.05
Cl 1.03469 4.97733 4.89624 -0.18
C 0.06586 2.50457 5.36230 0.53
Cl 0.14053 2.89835 7.02931 -0.17
C -0.39858 1.25207 4.96236 -0.33
Cl -0.88991 0.09221 6.12881 -0.17
I -4.29946 1.88694 -1.92466 0.10
C -4.25113 -0.01016 -1.03095 -0.13
C -5.24376 -0.92125 -1.37083 -0.74
C -5.19214 -2.17739 -0.79169 -0.50
C -4.16232 -2.47129 0.09035 -0.59
C -3.22772 -1.48844 0.35573 0.13
N -3.26475 -0.26886 -0.19218 0.55
H -6.02617 -0.64901 -2.06380 0.47
H -5.94693 -2.91575 -1.02804 0.42
H -4.08160 -3.44089 0.56170 0.53
H -2.39763 -1.68158 1.02576 -0.12
```

Results
* orbital gap: 7.94 eV
* relative energy (zero: lowest compared OMol25 entry of this formula, charge and spin): 0.00 kJ/mol
* total charge: +1
* LUMO: -2.516 eV
* 2S+1: 1
* HOMO: -10.458 eV
* M: 1221.928 g mol⁻¹

***

Below is a structure of composition C41H40F3N5O2SiTi, with properties calculated with wB97M-V/def2-TZVPD.

Structure (XYZ):
```
93
Properties=species:S:1:pos:R:3:mulliken_spin:R:1
Ti 0.50191 0.77720 0.55601 0.97
C -1.66556 2.14827 4.26829 0.00
O -0.23584 2.29753 4.42381 0.02
C 0.30044 1.78122 3.30279 0.11
N -0.53082 1.44243 2.35284 0.05
C -1.86191 1.89243 2.76287 0.02
C -2.99294 0.93502 2.47761 0.00
C -2.77998 -0.37526 2.07500 0.00
C -3.85908 -1.22178 1.85417 0.00
C -5.15573 -0.77086 2.04263 0.00
C -5.37479 0.54084 2.44490 0.00
C -4.29886 1.38758 2.65512 0.00
C 1.69822 1.58483 3.15429 0.20
C 2.69021 1.75815 4.12361 -0.03
C 3.99281 1.43062 3.82502 0.21
C 4.30029 0.89497 2.54641 -0.01
C 3.28884 0.75650 1.64142 0.18
N 2.00403 1.11507 1.89731 0.25
C 3.40559 0.15925 0.31691 -0.08
N 2.38473 0.01939 -0.45707 -0.02
C 2.83909 -0.77878 -1.61314 0.02
C 4.37109 -0.73598 -1.46327 0.00
O 4.58228 -0.30486 -0.09923 0.01
C 2.38219 -0.32285 -2.97794 -0.01
C 2.99816 -0.87319 -4.10076 0.00
C 2.60065 -0.50634 -5.37652 0.00
C 1.57909 0.41861 -5.54575 0.00
C 0.96208 0.96615 -4.43268 0.00
C 1.35997 0.59525 -3.15528 0.00
H -2.13959 3.05563 4.63262 0.00
H -1.98844 1.28998 4.86088 0.00
H -2.07405 2.83662 2.24559 -0.01
H -1.77589 -0.73570 1.90689 0.02
H -3.67545 -2.23774 1.52642 0.00
H -5.99451 -1.43353 1.87170 0.00
H -6.38406 0.90622 2.58501 0.00
H -4.47585 2.41746 2.94799 0.00
H 2.41650 2.13690 5.09948 0.00
H 4.77285 1.55336 4.56222 0.02
H 5.30390 0.58773 2.28975 0.00
H 2.47146 -1.79896 -1.45171 0.00
H 4.81822 0.00840 -2.12317 0.00
H 4.86338 -1.69626 -1.58842 0.00
H 3.79380 -1.60166 -3.98380 0.00
H 3.08871 -0.94332 -6.23813 0.00
H 1.26613 0.70727 -6.54070 0.00
H 0.16079 1.68447 -4.55216 0.00
H 0.86103 1.01426 -2.29703 0.00
N 0.47270 -3.20390 0.41457 0.00
C 0.14685 -2.93524 1.72778 0.01
C -0.53182 -3.88881 2.50546 0.00
C -0.77208 -3.61836 3.83084 0.00
C -0.32233 -2.41579 4.37159 0.00
C 0.32061 -1.53642 3.52855 0.02
N 0.53816 -1.75966 2.22699 0.00
H -0.09229 -3.92994 -0.00217 0.00
H 0.44514 -2.36645 -0.15982 0.00
H -0.85382 -4.81762 2.05244 0.00
H -1.30051 -4.33680 4.44462 0.00
H -0.46794 -2.16998 5.41370 0.00
H 0.69880 -0.59774 3.91146 0.00
F -3.72341 -4.86672 -6.05260 0.00
C -4.07034 -5.01765 -4.75794 0.00
F -5.40720 -4.90946 -4.69370 0.00
F -3.76236 -6.29131 -4.43225 0.00
C -3.36679 -4.03300 -3.87415 0.00
C -1.97666 -4.02181 -3.86924 0.00
C -1.29912 -3.12829 -3.06259 0.01
C -1.99958 -2.23511 -2.24231 0.00
C -3.39625 -2.25766 -2.26165 0.01
C -4.07578 -3.14951 -3.07450 0.00
C -1.29248 -1.32744 -1.39265 0.06
C -0.67108 -0.56370 -0.67155 -0.05
H -1.42842 -4.70851 -4.50169 0.00
H -0.21673 -3.10135 -3.06781 0.00
H -3.94015 -1.56838 -1.62955 0.00
H -5.15677 -3.15914 -3.08470 0.00
C 3.04068 3.41324 -0.97329 0.01
Si 1.33744 3.99339 -0.40148 0.00
C 0.81848 5.37956 -1.56989 0.00
C 1.52978 4.71653 1.32791 0.01
C 0.05942 2.64137 -0.37273 0.00
H 3.67610 4.28008 -1.17446 0.00
H 2.98426 2.82096 -1.89031 0.00
H 3.53977 2.81472 -0.20791 0.00
H 1.53554 6.20428 -1.56303 0.00
H -0.16004 5.78058 -1.29551 0.00
H 0.74560 5.00857 -2.59560 0.00
H 2.20728 5.57400 1.32409 0.00
H 1.93394 3.97827 2.02459 -0.01
H 0.56885 5.05775 1.72292 0.00
H -0.31002 2.44583 -1.38693 0.01
H -0.80058 3.04414 0.18177 -0.01
```

Results
* orbital gap (alpha / beta): 5.85 / 7.99 eV
* relative energy (zero: lowest compared OMol25 entry of this formula, charge and spin): 0.00 kJ/mol
* LUMO (alpha / beta): -0.253 / -0.311 eV
* <S²>: 2.02
* 2S+1: 3
* HOMO (alpha / beta): -6.100 / -8.298 eV
* M: 767.751 g mol⁻¹

***

Below is a structure of composition C41H40MnN7O7S2 in a non-equilibrium geometry, with properties calculated with wB97M-V/def2-TZVPD.

Structure (XYZ):
```
98
Properties=species:S:1:pos:R:3:mulliken_spin:R:1
Mn 0.72844 1.22230 0.54531 4.21
C -0.26679 -5.50015 4.72291 0.00
C -0.64292 -4.23839 3.97862 0.00
C 0.33030 -3.31139 3.60477 0.00
C -0.01445 -2.13175 2.94964 -0.02
C -1.35054 -1.86097 2.66809 0.01
C -2.33241 -2.77049 3.04639 0.00
C -1.97416 -3.95021 3.68142 0.00
S -1.86926 -0.40457 1.78295 0.01
O -2.09827 -0.81553 0.41999 0.01
O -3.00781 0.06320 2.53003 0.00
N -0.67846 0.63434 1.86416 -0.06
C -0.62660 1.33771 3.16842 0.01
C 0.54905 2.26429 3.15974 0.01
O 0.79378 3.00908 4.07615 0.00
O 1.28013 2.20703 2.04804 -0.04
H 0.62337 -5.96558 4.29430 0.00
H -1.07698 -6.23118 4.70451 0.00
H -0.04481 -5.27817 5.76858 0.00
H 1.37565 -3.50514 3.84984 0.00
H 0.74043 -1.41795 2.66630 0.02
H -3.37488 -2.54523 2.84166 0.00
H -2.74601 -4.65986 3.96592 0.00
H -0.50178 0.65503 4.01358 0.00
H -1.52202 1.92083 3.36141 0.00
C -4.45136 -4.30112 -3.67681 0.00
C -4.25522 -2.82928 -3.38497 0.00
C -4.25076 -1.87796 -4.39536 0.00
C -4.06295 -0.51978 -4.14163 0.00
C -3.86476 -0.09365 -2.83252 0.00
N -3.62884 1.25955 -2.46398 0.00
C -3.60133 2.34843 -3.29324 0.00
O -3.89819 2.33796 -4.47565 0.00
N -3.20057 3.53259 -2.68947 0.00
C -2.46521 3.73521 -1.50839 0.00
C -2.57657 4.92154 -0.79141 0.00
C -1.77702 5.11932 0.32031 0.00
C -0.88920 4.12235 0.70219 0.02
N -0.79636 2.98800 0.01719 0.05
C -1.55687 2.80537 -1.05851 -0.01
C -3.88010 -1.03259 -1.80206 0.00
C -4.06806 -2.37491 -2.07960 0.00
H -4.46998 -4.49356 -4.75130 0.00
H -5.39288 -4.67020 -3.25571 0.00
H -3.64762 -4.90019 -3.23951 0.00
H -4.40691 -2.19605 -5.42211 0.00
H -4.06971 0.19577 -4.94528 0.00
H -3.45643 1.41453 -1.48526 0.00
H -3.42270 4.33519 -3.24954 0.00
H -3.27869 5.68312 -1.11697 0.00
H -1.83749 6.03628 0.89271 0.00
H -0.22957 4.24481 1.55363 0.00
H -1.41833 1.87149 -1.59619 0.02
H -3.72076 -0.71162 -0.77372 0.00
H -4.05998 -3.08633 -1.25719 0.00
C 3.61893 -0.09979 2.57951 -0.03
O 3.74622 -1.19012 1.63999 0.00
C 3.80253 -0.81297 0.32786 -0.02
C 4.75289 0.06808 -0.15504 0.01
C 4.77249 0.37875 -1.50479 0.00
C 3.85337 -0.20474 -2.37073 0.00
C 2.92394 -1.10788 -1.89073 0.01
C 2.89774 -1.40776 -0.53905 0.01
N 2.05288 -2.42541 0.02515 0.01
C 0.94131 -2.92765 -0.41359 0.01
C 0.07386 -2.36237 -1.35315 0.00
C -0.79039 -3.21906 -2.09334 0.00
C -1.59818 -2.71927 -3.06559 0.00
C -1.57475 -1.32088 -3.31197 -0.01
C -0.81244 -0.47006 -2.55446 0.02
C -0.02455 -0.96670 -1.49797 -0.05
O 0.55645 -0.19688 -0.65127 -0.17
H 4.46030 0.58438 2.49840 0.00
H 3.60717 -0.54496 3.56843 0.00
H 2.70905 0.46376 2.41531 0.04
H 5.46493 0.51479 0.53085 0.00
H 5.50875 1.07820 -1.88327 0.00
H 3.85477 0.04983 -3.42421 0.00
H 2.22029 -1.57656 -2.56867 0.00
H 2.43128 -2.84256 0.86510 0.00
H 0.68195 -3.89151 0.02218 0.00
H -0.76289 -4.28676 -1.89209 0.00
H -2.24269 -3.36895 -3.64381 0.00
H -2.20087 -0.91177 -4.10038 0.00
H -0.81420 0.60325 -2.72080 0.00
C 5.27487 3.61737 2.92384 0.00
C 4.75791 3.88563 1.53601 0.00
C 5.20601 4.96381 0.78237 0.00
C 4.64796 5.11968 -0.46955 0.00
N 3.72207 4.29100 -0.96535 0.00
C 3.39151 3.25693 -0.18636 0.01
S 2.25264 2.11480 -0.89921 -0.11
N 3.86178 3.02785 1.05186 0.00
H 5.42405 4.54584 3.47560 0.00
H 6.23947 3.10420 2.87388 0.00
H 4.57290 2.98467 3.46622 0.00
H 5.94721 5.65641 1.16692 0.00
H 4.93293 5.95386 -1.10652 0.00
```

Results
* orbital gap (alpha / beta): 6.89 / 6.98 eV
* relative energy (zero: lowest compared OMol25 entry of this formula, charge and spin): 150.19 kJ/mol
* LUMO (alpha / beta): -0.961 / -0.990 eV
* <S²>: 6.08
* 2S+1: 5
* HOMO (alpha / beta): -7.852 / -7.968 eV
* M: 861.885 g mol⁻¹